Here is a molecular structure, C25H55Ca3N2O14P2 from the Open Molecules 2025 dataset. Energies are from wB97M-V/def2-TZVPD.

Geometry as XYZ:
```
101
C25H55Ca3N2O14P2 wB97M-V/def2-TZVPD
Ca 2.897 -1.102 0.030
Ca 2.375 -0.119 -3.369
Ca -0.772 -1.227 -2.782
P 0.872 0.111 -0.912
O 1.201 -1.166 -1.705
O -0.507 0.486 -1.453
O 2.198 0.722 -1.384
O 0.995 -0.132 0.591
P 0.390 -0.681 -5.456
O 0.904 -1.524 -4.277
O -0.923 -1.325 -5.052
O 1.003 -1.489 -6.608
O 0.963 0.608 -4.825
O 6.336 -2.299 -2.253
C 5.230 -1.907 -1.584
O 4.304 -1.267 -2.138
O 5.055 -2.135 -0.373
H 6.804 -2.514 -1.443
C 6.395 2.010 1.452
C 5.321 2.966 0.900
C 4.058 2.089 0.982
O 4.401 0.676 0.845
C 5.730 0.543 1.329
H 6.500 2.170 2.525
H 7.295 2.132 0.849
H 5.501 3.147 -0.160
H 5.212 3.962 1.328
H 3.336 2.321 0.200
H 3.496 2.134 1.915
H 6.290 -0.096 0.647
H 5.662 0.079 2.313
C 2.081 -2.056 4.336
C 3.202 -2.899 4.199
C 3.743 -2.833 2.831
O 3.153 -1.602 2.345
C 2.449 -0.881 3.408
H 1.789 -1.681 5.317
H 1.189 -2.499 3.894
H 2.936 -3.949 4.317
H 4.003 -2.658 4.898
H 3.311 -3.648 2.251
H 4.828 -2.736 2.784
H 1.516 -0.357 3.199
H 3.050 -0.025 3.714
C 0.240 -4.922 0.380
C 1.525 -5.511 -0.073
C 2.310 -4.372 -0.616
O 1.964 -3.269 0.205
C 0.570 -3.448 0.589
H -0.194 -5.453 1.227
H -0.524 -5.029 -0.390
H 1.526 -6.263 -0.862
H 2.084 -5.920 0.768
H 1.991 -4.057 -1.609
H 3.385 -4.550 -0.594
H -0.056 -2.855 -0.078
H 0.289 -2.982 1.534
C -3.379 5.698 -0.503
C -3.211 5.518 1.007
N -3.864 4.360 1.545
C -4.055 4.424 3.008
C -5.265 5.442 3.116
C -3.469 3.015 1.054
C -1.958 2.686 1.213
H -4.414 5.529 -0.800
H -2.875 4.909 -1.060
H -3.071 6.718 -0.732
H -2.139 5.496 1.203
H -3.652 6.413 1.445
H -4.414 3.533 3.523
H -3.198 4.770 3.585
H -4.966 6.488 3.183
H -6.102 5.385 2.421
H -5.744 5.355 4.091
H -3.765 2.835 0.021
H -4.031 2.239 1.573
H -1.495 2.605 2.197
H -1.328 3.358 0.630
H -1.823 1.718 0.730
C -2.889 1.122 -3.283
C -3.527 0.229 -2.202
N -3.227 -1.220 -2.372
C -3.751 -1.783 -3.593
C -5.212 -1.442 -3.815
C -3.664 -2.044 -1.227
C -3.276 -1.551 0.208
H -1.818 0.952 -3.391
H -3.111 2.157 -3.025
H -3.277 1.017 -4.296
H -3.099 0.550 -1.252
H -4.565 0.548 -2.112
H -3.211 -1.350 -4.435
H -3.517 -2.846 -3.654
H -5.287 -0.356 -3.768
H -5.575 -1.928 -4.721
H -5.859 -1.744 -2.991
H -3.300 -3.069 -1.303
H -4.747 -2.126 -1.131
H -3.594 -0.526 0.396
H -2.240 -1.767 0.471
H -3.919 -2.036 0.942
```

Output
Frontier orbital gap (alpha / beta), eV: 7.93 / 6.47
Spin multiplicity: 2
⟨S²⟩: 0.757
Total charge: 0
Energy, eV: -132367.7819
E_LUMO (alpha / beta), eV: 0.051 / -1.414